Formula: C40H83B5F20N12O2
Source: the OMol25 dataset
Level of theory: ωB97M-V/def2-TZVPD

HOMO = -11.806 eV
HOMO-LUMO gap = 7.5804 eV
spin multiplicity = 1
charge = +2
max |F| = 0.12889 Eh/bohr

Last column: Mulliken charge in e.
Cartesian coordinates (Å):
1 C 4.51286 -3.84639 17.67806  -1.0576
2 C 4.71267 -2.70999 18.74201  -0.5824
3 N 3.77188 -2.94751 19.86333  0.1149
4 C 4.09077 -3.54358 20.98692  -0.7096
5 C 2.94174 -3.63258 21.75421  -0.8043
6 N 1.88802 -3.03521 21.05551  0.3799
7 C 2.43986 -2.58172 19.87527  -0.1934
8 C 0.49938 -2.91646 21.38827  -0.5787
9 H 4.76194 -4.84846 18.02722  0.3337
10 H 5.15526 -3.62161 16.82664  0.3783
11 H 3.48188 -3.93793 17.33631  0.3487
12 H 4.39444 -1.78463 18.26187  0.2933
13 H 5.70458 -2.60074 19.18049  0.3631
14 H 5.06119 -3.99110 21.14316  0.4949
15 H 2.82711 -3.97906 22.77068  0.9846
16 H 1.88290 -2.08895 19.09208  0.4255
17 H 0.09363 -2.26519 20.61410  0.2875
18 H 0.28997 -2.51687 22.38053  0.0979
19 H -0.09347 -3.83105 21.37537  0.3417
20 C 10.47720 -1.90614 29.26404  -0.8741
21 C 10.28016 -2.62493 30.55437  -0.6567
22 N 8.92812 -2.40509 31.08383  0.2885
23 C 8.54467 -1.26570 31.81938  -0.6020
24 C 7.24357 -1.53342 32.22176  -0.3976
25 N 6.78360 -2.73219 31.69819  0.3853
26 C 7.87188 -3.29640 31.04614  -0.4966
27 C 5.54267 -3.38466 32.04513  -0.6062
28 H 9.92136 -2.37755 28.45353  0.2149
29 H 11.51780 -1.81951 28.95140  0.4287
30 H 10.04200 -0.90949 29.33760  0.2193
31 H 11.00094 -2.27676 31.29421  0.3838
32 H 10.54681 -3.67658 30.44937  0.3775
33 H 9.23154 -0.46559 32.05268  0.4938
34 H 6.61513 -0.97764 32.90191  0.5149
35 H 7.93173 -4.28721 30.62058  0.4981
36 H 5.76855 -4.05210 32.87676  0.3729
37 H 5.27078 -3.95391 31.15624  0.0102
38 H 4.75999 -2.66169 32.27495  0.3803
39 C 6.56948 -1.65822 27.29130  -1.0695
40 C 7.14021 -0.32180 27.80735  -0.3030
41 N 6.29823 0.80941 27.56868  0.2578
42 C 5.00530 0.95497 27.02693  -0.1927
43 C 4.70830 2.35680 27.08397  -0.9230
44 N 5.68791 2.99890 27.73282  0.2509
45 C 6.72264 2.07198 27.98652  -0.4282
46 C 5.76820 4.32531 28.11615  -0.7983
47 H 7.26040 -2.44633 27.59065  0.3728
48 H 6.56192 -1.62399 26.20186  0.5276
49 H 5.57878 -1.92674 27.65806  0.1061
50 H 8.07258 0.01108 27.35130  0.3445
51 H 7.39730 -0.27744 28.86567  0.2974
52 H 4.43589 0.15741 26.57297  0.7247
53 H 3.78505 2.86184 26.84116  0.4605
54 H 7.56825 2.21601 28.64272  0.3429
55 H 6.47887 4.44452 28.93398  0.2866
56 H 4.76695 4.58149 28.46255  0.3515
57 H 6.06613 4.90666 27.24357  0.3281
58 C 0.17300 -8.78815 37.53420  -0.9982
59 C -0.23224 -8.49280 36.06900  -0.6255
60 N 0.49440 -7.41730 35.44030  0.2240
61 C 0.17569 -6.06435 35.48745  -0.6957
62 C 1.16140 -5.32608 34.81220  -0.2113
63 N 2.12745 -6.23916 34.40760  0.3440
64 C 1.75323 -7.48592 34.77453  -0.2669
65 C 3.43511 -5.98053 33.89219  -0.6782
66 H -0.04444 -7.98743 38.24107  0.3228
67 H 1.25408 -8.92651 37.54913  0.3056
68 H -0.36251 -9.64206 37.94911  0.3635
69 H -1.27943 -8.22263 35.93291  0.3871
70 H -0.11320 -9.44127 35.54522  0.3250
71 H -0.62563 -5.71202 36.12002  0.4389
72 H 1.19100 -4.28116 34.54076  0.5268
73 H 2.26198 -8.41397 34.55937  0.3835
74 H 3.79893 -6.88970 33.41348  0.3244
75 H 4.03521 -5.77290 34.77812  0.3863
76 H 3.32350 -5.13349 33.21531  0.0850
77 C -2.23547 -4.05471 24.01192  -0.8039
78 C -2.89166 -3.25210 25.12699  -0.5843
79 N -1.95006 -2.91928 26.15355  0.3364
80 C -1.85790 -3.50834 27.34235  -0.4165
81 C -0.84414 -2.84856 28.07898  -0.6781
82 N -0.25827 -1.85347 27.34611  0.4127
83 C -0.95568 -1.91640 26.10781  -0.5725
84 C 0.78742 -0.93883 27.76491  -0.7383
85 H -1.74097 -4.97833 24.31273  0.3815
86 H -1.66711 -3.43097 23.32199  -0.0229
87 H -2.99187 -4.35860 23.28832  0.4545
88 H -3.66602 -3.86952 25.58221  0.3273
89 H -3.36365 -2.31585 24.82903  0.3860
90 H -2.46634 -4.36200 27.60205  0.4759
91 H -0.39231 -3.08408 29.03123  0.5313
92 H -0.70770 -1.21839 25.32190  0.4577
93 H 0.75718 -0.06724 27.11105  0.4019
94 H 1.72063 -1.48966 27.64744  0.0668
95 H 0.81435 -0.78332 28.84343  0.3981
96 C 3.16688 -12.40597 28.26292  -0.8707
97 N 3.55971 -11.32179 27.24243  0.1226
98 C 4.10062 -11.95218 25.94358  -0.8360
99 C 2.36133 -10.49511 26.76609  -1.1778
100 C 4.62940 -10.43475 27.88019  -0.7395
101 C 4.17396 -9.80465 29.18986  -0.7943
102 O 3.02777 -8.90008 29.23735  -0.1899
103 H 2.33157 -12.04209 28.86121  0.3075
104 H 4.00663 -12.66709 28.90691  0.3546
105 H 2.75693 -13.27958 27.75612  0.3959
106 H 3.20644 -12.16957 25.35939  0.3276
107 H 4.66506 -12.83862 26.23294  0.4119
108 H 4.65842 -11.16811 25.43153  0.3666
109 H 1.70702 -11.13067 26.16940  0.2828
110 H 2.81698 -9.83695 26.02630  0.5696
111 H 1.91377 -10.00675 27.63170  0.5415
112 H 5.02216 -9.68075 27.19805  0.4634
113 H 5.45503 -11.11595 28.08616  0.4716
114 H 4.98216 -9.21651 29.62461  0.4125
115 H 4.01916 -10.56152 29.95882  0.5669
116 H 2.70518 -8.90462 30.14151  0.1400
117 C 1.86931 -4.68291 26.60824  -0.4190
118 N 3.05860 -5.59614 26.78003  0.5792
119 C 2.50454 -7.04681 26.76001  -0.8799
120 C 3.98868 -5.38032 25.57309  -0.8233
121 C 3.85153 -5.29073 28.09355  -0.1597
122 C 2.98001 -5.26920 29.41505  -0.1005
123 O 2.20868 -4.12475 29.46107  -0.0119
124 H 1.17303 -4.87513 27.42453  0.1407
125 H 1.32882 -4.94823 25.69963  0.6253
126 H 2.35645 -3.70797 26.59093  -0.3211
127 H 1.80201 -7.24499 27.56950  -0.0876
128 H 3.37651 -7.67780 26.93217  0.3966
129 H 2.06316 -7.31114 25.79907  0.4885
130 H 4.29522 -4.33471 25.54417  0.1737
131 H 3.45280 -5.67404 24.67050  0.2933
132 H 4.88495 -5.96882 25.76923  0.3462
133 H 4.33564 -4.37349 27.75825  -0.0452
134 H 4.57443 -6.10177 28.00577  0.0201
135 H 3.55551 -5.27472 30.34072  0.1291
136 H 2.38937 -6.18018 29.51188  0.3834
137 H 1.96881 -3.91553 30.36677  0.2272
138 B -1.00397 -7.19900 27.92802  0.0588
139 F -0.50275 -6.70128 26.71158  -0.1098
140 F -0.53783 -8.49435 28.12579  -0.3121
141 F -0.55154 -6.33661 28.92924  -0.2655
142 F -2.40045 -7.01597 27.92069  -0.3918
143 B 7.23098 -6.02498 28.79574  0.1771
144 F 6.82580 -7.15062 28.02353  -0.3252
145 F 7.61671 -5.04820 27.92604  -0.3557
146 F 6.19549 -5.52188 29.54717  -0.0904
147 F 8.33145 -6.18646 29.57046  -0.3020
148 B 2.58287 -1.40281 24.78125  -0.0096
149 F 2.22924 -0.18871 25.41383  -0.3784
150 F 2.99161 -1.17130 23.49133  -0.2601
151 F 3.70514 -1.93912 25.49589  -0.0569
152 F 1.46312 -2.21492 24.75165  0.1042
153 B 0.88801 -2.54036 31.96301  0.1389
154 F 0.74045 -2.07111 33.27689  -0.4026
155 F -0.35836 -3.04512 31.55303  -0.3315
156 F 1.35180 -1.56011 31.18437  -0.3091
157 F 1.76377 -3.60184 32.01039  -0.2865
158 B 0.58609 -7.52682 22.60552  0.1429
159 F -0.65428 -7.37657 23.22041  -0.3812
160 F 0.38340 -8.10354 21.39026  -0.3379
161 F 1.15682 -6.29315 22.50027  0.0152
162 F 1.35436 -8.47639 23.29445  -0.3567

Forces on the atoms, in the same order (eV/Å):
C 0.73 0.32 0.46
C -1.55 -0.99 -0.81
N -2.34 2.30 -2.34
C -1.03 -1.56 2.58
C -0.20 0.38 -0.03
N 3.60 -0.27 -1.37
C 0.79 -1.40 1.60
C -1.51 0.41 0.02
H 0.27 0.15 0.30
H -0.10 -0.06 -0.06
H -0.03 0.48 0.06
H 0.30 0.14 0.21
H -0.06 -0.18 -0.30
H -0.09 0.25 0.16
H -0.21 -0.14 -0.29
H 0.25 -0.05 0.03
H -0.27 0.11 0.29
H 0.70 0.37 -0.06
H 0.71 -0.51 -0.34
C -0.52 0.61 -1.06
C 0.87 -0.34 0.34
N -2.12 -1.04 0.82
C -1.56 -2.10 -0.15
C 0.54 0.67 -0.18
N 4.13 0.59 -0.62
C 0.14 2.24 0.78
C -0.06 -0.65 -0.50
H 0.06 -0.27 -0.02
H -0.04 -0.09 0.23
H 0.28 0.28 0.06
H -0.27 0.27 0.21
H -0.74 -0.18 0.05
H -0.17 -0.11 -0.06
H 0.02 0.13 -0.24
H -0.15 -0.10 -0.26
H -0.41 0.01 0.04
H -0.28 -0.17 0.22
H 0.20 -0.01 0.04
C 0.96 0.57 0.04
C 0.51 -0.80 0.04
N -2.13 4.75 0.22
C 1.28 2.47 0.25
C -0.63 -2.97 0.15
N 3.71 -5.49 0.13
C -3.28 -0.79 -0.85
C -0.39 2.28 0.37
H -0.05 -0.12 -0.05
H -0.21 -0.12 0.02
H 0.02 0.34 0.09
H 0.22 -0.89 -0.48
H -0.40 -0.57 0.29
H 0.02 -0.11 0.00
H 0.11 -0.14 -0.23
H 0.00 0.27 -0.30
H -0.08 0.08 -0.16
H 0.19 0.59 0.00
H -0.09 0.42 0.29
C -0.04 0.83 -0.19
C -0.86 -0.94 0.92
N 4.15 1.83 -1.91
C 1.44 0.19 -0.56
C -0.99 -1.68 0.81
N -2.43 -1.98 1.16
C -3.04 0.88 1.23
C 0.24 0.38 -0.01
H -0.04 0.33 -0.28
H -0.04 -0.35 0.18
H 0.20 -0.22 -0.42
H -0.06 -0.11 0.34
H 0.27 0.32 -0.49
H -0.20 0.01 -0.47
H 0.09 0.08 0.09
H 0.05 0.21 0.04
H 0.07 0.29 -0.19
H 0.44 0.31 -0.39
H 0.47 -0.09 -0.07
C -0.84 0.31 -1.29
C -0.33 -0.58 -0.80
N 3.72 3.51 0.39
C 1.85 0.47 2.54
C -0.39 -1.25 0.12
N -4.33 -1.98 -3.22
C 0.04 -0.32 2.03
C 0.83 -0.78 -0.21
H 0.27 0.28 0.21
H 0.79 0.10 0.58
H -0.52 -0.32 0.34
H 0.08 0.10 0.19
H 0.02 -0.16 -0.41
H 0.15 -0.02 0.16
H -0.50 -0.19 0.20
H -0.39 -0.34 -0.15
H 0.15 -0.07 0.50
H 0.23 0.22 -0.56
H -0.95 0.37 -0.06
C -0.67 0.55 -0.63
N -0.08 -0.37 -0.26
C -0.52 0.45 1.21
C 0.86 -0.29 0.03
C -0.90 0.07 0.18
C -0.12 0.77 1.86
O 0.68 -0.90 -1.11
H 0.25 0.30 0.08
H 0.01 0.02 -0.32
H 0.37 0.08 -0.28
H 0.37 -0.43 -0.05
H 0.15 0.19 -0.42
H 0.22 -0.34 0.03
H -0.24 -0.09 0.59
H -0.33 0.52 0.28
H -0.16 0.09 -0.45
H -0.48 -0.08 -0.35
H 0.07 0.13 0.24
H 0.62 -0.11 -0.58
H -0.16 -0.44 -0.23
H -0.12 -0.03 0.00
C 0.54 -0.31 0.30
N -1.58 -1.05 -0.48
C 1.32 0.38 0.26
C -0.26 -0.34 1.42
C -1.06 -0.96 -1.19
C 0.76 -0.16 -0.66
O -0.41 0.88 -1.20
H 0.20 0.34 0.09
H 0.35 0.15 -0.19
H -0.84 0.26 -0.02
H -0.05 0.52 -0.16
H 0.08 -0.02 -0.05
H -0.13 0.48 -0.05
H -0.32 0.07 0.00
H 0.07 -0.08 0.13
H -0.07 -0.22 -0.28
H 0.05 0.29 1.01
H 0.14 0.19 0.87
H 1.07 -0.25 -0.32
H -0.30 -0.21 -0.57
H -0.09 -0.10 0.38
B -0.80 1.18 -0.44
F 0.34 -0.02 -0.51
F -0.05 -0.37 0.18
F 0.97 0.24 0.93
F -0.06 -0.77 -0.12
B 0.11 -0.38 -1.72
F -0.08 -0.03 0.82
F 0.06 1.87 -1.89
F -1.37 0.17 1.36
F 1.25 -1.25 1.84
B 0.43 0.74 0.11
F 0.21 0.24 0.04
F 0.31 0.21 -0.88
F -0.41 -0.27 0.24
F -0.12 -0.74 0.26
B -2.78 0.07 1.85
F 0.20 0.05 0.64
F 0.17 0.11 -0.48
F 0.87 1.44 -1.70
F 1.86 -1.80 0.10
B -1.50 -1.66 0.24
F -0.51 0.30 0.70
F -0.14 -0.15 -2.07
F 1.42 1.76 0.07
F 1.07 0.13 1.29